This record from the Open Molecules 2025 dataset describes C30H32BrGe2N3O2PtS2 as an isolated structure at a distorted geometry. The level of theory is the ωB97M-V functional and the def2-TZVPD basis.

Summary:
M, g mol⁻¹: 950.941
Charge: +3
Expectation value of S²: 8.79
HOMO level (alpha / beta), eV: -15.420 / -16.313
Spin multiplicity: 6
Gap between HOMO and LUMO (alpha / beta), eV: 7.57 / 5.48

Positions of all 73 atoms, in Å:
Pt: -0.05891 -0.38771 0.83168
O: 5.07628 1.51906 1.34353
C: 4.33433 2.48102 1.84028
C: 5.06192 3.56803 2.48163
C: 4.39411 4.59775 3.02910
C: 2.99462 4.59939 3.03699
C: 2.24029 3.51258 2.35897
C: 2.93555 2.46802 1.82281
C: 2.12412 1.31186 1.29103
O: 0.84949 1.40534 1.43449
N: 2.78582 0.29871 0.80218
N: 1.93319 -0.69343 0.35045
C: 2.41219 -1.81818 -0.14516
S: 4.08589 -2.04476 -0.41361
C: 3.89037 -3.80001 -0.61987
C: 2.63554 -4.00404 -1.43537
S: 1.35701 -3.15682 -0.54389
H: 4.47355 0.85177 0.93727
H: 6.15523 3.50957 2.43198
H: 4.87821 5.44186 3.45994
H: 2.45164 5.45475 3.44681
H: 1.18031 3.53094 2.39304
H: 3.76156 -4.21421 0.38670
H: 4.81209 -4.21047 -1.06194
H: 2.27496 -5.06487 -1.47245
H: 2.69406 -3.68013 -2.48158
Br: -1.72983 -3.20038 1.62494
C: -0.79167 -2.47432 3.04408
C: -0.82248 -3.03538 4.28230
C: 0.02445 -2.51264 5.27245
C: 0.77946 -1.39754 4.95034
C: 0.69326 -0.83928 3.71189
N: -0.07517 -1.34764 2.75683
H: -1.40529 -3.96345 4.46578
H: 0.05446 -2.96128 6.21476
H: 1.48342 -0.98057 5.69066
H: 1.25084 0.01188 3.41146
C: -2.74443 -3.09334 -2.65025
Ge: -2.02882 -1.46770 -3.36191
C: -0.11619 -1.47641 -3.69467
C: -3.25621 -0.29439 -4.27565
Ge: -1.74942 0.18292 -1.05459
C: -0.87995 1.48418 -2.12475
C: 0.51603 1.42524 -2.24898
C: 1.16305 2.33395 -3.03567
C: 0.45983 3.36938 -3.60782
C: -0.94466 3.43262 -3.51351
C: -1.63152 2.47753 -2.79633
C: -3.32196 0.31814 0.04313
C: -3.45502 1.20000 1.13089
C: -4.64560 1.21986 1.81579
C: -5.75032 0.51374 1.36215
C: -5.57207 -0.43217 0.38108
C: -4.35932 -0.54375 -0.26916
H: -2.26140 -3.96138 -3.09171
H: -3.75106 -3.28809 -2.83958
H: -2.48961 -3.24837 -1.61021
H: 0.18338 -2.31801 -4.32256
H: 0.35997 -1.48526 -2.74673
H: 0.15818 -0.57620 -4.24764
H: -3.83948 -0.88109 -5.01182
H: -2.67978 0.48305 -4.72938
H: -4.01048 0.12606 -3.61326
H: 1.13862 0.66689 -1.73746
H: 2.22100 2.28437 -3.09995
H: 0.97184 4.12055 -4.21687
H: -1.47970 4.20761 -3.99674
H: -2.71115 2.52680 -2.74770
H: -2.62781 1.78924 1.49421
H: -4.71621 1.89480 2.63839
H: -6.73696 0.56142 1.83746
H: -6.44008 -1.02793 0.04207
H: -4.16754 -1.29965 -1.03077